Molecular formula: C27H39F9O32S7
Method: DFT, the ωB97M-V functional and the def2-TZVPD basis

Values from the calculation:
**Orbital gap**: 9.323 eV
**M**: 1271.0 g/mol
**Total charge**: 0
**Max |F|**: 0.89 eV Å⁻¹
**Electronic energy**: -194449.67368 eV
**Highest occupied orbital energy**: -9.802 eV
**E_LUMO**: -0.0176 hartree

Each line ends with the Mulliken charge.
Cartesian coordinates (Å):
S (0.77, 3.69, -8.07)  1.085
S (7.22, -0.99, 1.12)  0.962
S (-7.02, 0.97, 3.44)  0.929
S (4.64, 5.28, -0.01)  1.078
S (2.40, -0.36, -3.13)  1.062
S (12.06, -3.73, -1.05)  1.037
S (-8.83, -4.48, 5.09)  1.147
F (-0.70, 2.21, 3.78)  -0.279
F (-0.91, 0.51, 5.77)  -0.266
F (-2.11, -0.39, 2.07)  -0.322
F (-2.73, 0.42, 4.60)  -0.201
F (-0.19, 0.21, 1.25)  -0.279
F (-0.90, 2.76, 1.12)  -0.314
F (0.61, 0.49, 3.53)  -0.298
F (-2.78, 2.38, 2.15)  -0.279
F (-1.25, -1.18, 4.47)  -0.252
O (12.93, -4.26, -2.02)  -0.555
O (-6.22, 1.01, 2.26)  -0.353
O (6.27, -1.86, 0.17)  -0.291
O (6.61, 0.28, 1.32)  -0.470
O (-3.42, -1.41, -1.15)  -0.514
O (1.94, -1.52, -2.13)  -0.353
O (-10.03, -3.77, 5.36)  -0.555
O (5.30, 6.43, -0.49)  -0.549
O (1.45, 4.83, -8.55)  -0.533
O (-7.58, -3.97, 5.54)  -0.603
O (4.60, 5.36, 1.59)  -0.331
O (-8.96, -5.99, 5.59)  -0.300
O (-6.04, 1.05, 4.70)  -0.315
O (10.91, -2.97, -1.42)  -0.448
O (3.29, 0.47, -2.09)  -0.213
O (0.72, 3.76, -6.47)  -0.324
O (1.26, 0.40, -3.49)  -0.469
O (-6.12, 3.01, -3.12)  -0.327
O (12.92, -2.90, 0.01)  -0.306
O (-6.83, -0.04, -3.68)  -0.508
O (3.36, 4.91, -0.49)  -0.477
O (-7.54, -0.52, 3.67)  -0.280
O (8.43, -0.80, 0.09)  -0.298
O (-8.10, 1.87, 3.61)  -0.586
O (-0.51, 3.33, -8.57)  -0.540
O (3.27, -0.91, -4.11)  -0.597
O (1.72, 2.40, -8.18)  -0.337
O (-5.17, -1.08, -2.53)  -0.366
O (7.64, -1.79, 2.20)  -0.579
O (-8.75, -4.78, 3.53)  -0.298
O (11.58, -4.88, -0.05)  -0.310
O (5.60, 4.01, -0.13)  -0.279
C (-4.02, 1.42, 0.04)  0.416
C (-8.47, -6.17, 3.32)  -0.305
C (5.10, 4.13, 2.15)  -0.341
C (-6.68, -1.19, 4.61)  0.059
C (8.30, -1.75, -0.99)  -0.434
C (-7.20, 3.70, -3.74)  -0.330
C (-6.45, 2.36, -1.90)  -0.803
C (6.15, 3.68, 1.16)  0.060
C (-4.67, 0.68, -1.08)  0.384
C (12.70, -3.40, 1.34)  -0.271
C (12.38, -4.86, 1.14)  -0.327
C (-4.30, -0.71, -1.54)  0.115
C (-6.24, -0.09, 5.55)  -0.364
C (-1.87, 1.82, 1.31)  1.370
C (-7.62, 3.03, -5.06)  -0.985
C (-0.68, 0.91, 3.47)  0.532
C (-1.22, 0.63, 2.02)  0.331
C (3.09, -0.04, -0.76)  0.033
C (-5.67, 1.08, -1.86)  0.589
C (-2.49, 1.43, -0.04)  -1.942
C (2.26, 2.06, -6.89)  -0.246
C (-1.43, 0.13, 4.59)  0.639
C (6.80, -1.89, -1.17)  -0.185
C (1.20, 2.53, -5.92)  -0.279
C (-9.18, -6.86, 4.47)  -0.349
C (2.76, -1.50, -0.95)  -0.273
C (-6.01, -0.01, -2.82)  0.323
H (3.99, 0.11, -0.16)  0.146
H (-6.14, 2.99, -1.06)  0.320
H (1.59, 2.69, -4.92)  0.280
H (6.53, -2.82, -1.66)  0.380
H (7.09, 4.23, 1.29)  0.266
H (8.76, -2.68, -0.68)  0.252
H (13.28, -5.45, 0.95)  0.284
H (-5.84, -1.62, 4.07)  0.219
H (-7.01, 0.15, 6.28)  0.305
H (-4.32, 0.91, 0.96)  0.158
H (-7.23, -1.99, 5.11)  0.113
H (-6.83, 4.70, -3.98)  0.342
H (-7.65, 3.76, -5.87)  0.345
H (-7.52, 2.17, -1.79)  0.456
H (6.38, -1.05, -1.73)  0.265
H (-2.09, 0.47, -0.36)  0.487
H (4.27, 3.42, 2.20)  0.283
H (-8.05, 3.83, -3.07)  0.312
H (-2.13, 2.17, -0.75)  0.437
H (2.44, 1.00, -6.84)  0.269
H (-8.61, 2.57, -4.98)  0.280
H (-5.31, -0.32, 6.06)  0.308
H (5.50, 4.31, 3.14)  0.326
H (-8.76, -7.84, 4.69)  0.303
H (3.19, 2.61, -6.76)  0.311
H (6.35, 2.61, 1.22)  0.037
H (-8.85, -6.48, 2.35)  0.309
H (3.66, -2.09, -1.15)  0.182
H (11.86, -2.86, 1.78)  0.258
H (13.59, -3.24, 1.94)  0.303
H (11.82, -5.29, 1.96)  0.313
H (-4.38, 2.44, 0.05)  0.206
H (0.37, 1.82, -5.86)  0.305
H (8.81, -1.37, -1.87)  0.338
H (-6.90, 2.27, -5.35)  0.248
H (-7.39, -6.32, 3.36)  0.281
H (-10.25, -6.95, 4.30)  0.298
H (2.22, -1.93, -0.11)  0.357
H (2.26, 0.50, -0.30)  0.150